Computed, not measured: C37H47As3Br3CoN3O3 as an isolated structure, with ωB97M-V/def2-TZVPD.

```
97
Properties=species:S:1:pos:R:3:lowdin_spin:R:1
Co -0.31 0.83 1.16 2.7058
O 3.43 -0.55 2.46 0.0009
C 2.97 -1.54 3.26 0.0000
C 3.79 -1.95 4.30 0.0000
C 3.38 -2.95 5.17 -0.0001
C 2.14 -3.55 5.00 0.0001
C 1.33 -3.15 3.96 0.0004
C 1.71 -2.14 3.07 0.0020
C 0.84 -1.75 1.88 0.0094
O 1.10 -0.48 1.43 0.0743
N -0.59 -1.85 2.26 0.0039
N -1.49 -1.09 1.63 0.0284
C -2.70 -1.51 1.58 -0.0008
C -3.84 -0.75 1.10 0.0000
Br -3.87 1.12 1.47 0.0043
C -4.93 -1.29 0.54 -0.0007
C -5.07 -2.70 0.14 0.0000
C -6.33 -3.30 0.21 -0.0002
C -6.52 -4.62 -0.14 0.0000
C -5.44 -5.38 -0.59 -0.0002
C -4.19 -4.80 -0.70 0.0000
C -4.00 -3.47 -0.34 -0.0002
H 2.65 -0.30 1.90 0.0001
H 4.75 -1.46 4.42 0.0000
H 4.03 -3.25 5.98 0.0000
H 1.81 -4.33 5.68 0.0000
H 0.37 -3.63 3.85 0.0000
H 1.01 -2.48 1.08 0.0022
H -0.92 -2.75 2.60 0.0006
H -2.93 -2.51 1.96 0.0010
H -5.79 -0.65 0.37 0.0000
H -7.17 -2.71 0.56 0.0000
H -7.50 -5.07 -0.07 0.0000
H -5.58 -6.42 -0.87 0.0000
H -3.35 -5.37 -1.07 0.0000
H -3.03 -3.01 -0.46 0.0000
C -0.66 4.04 -0.63 -0.0012
As -0.99 2.14 -0.96 0.0150
C -2.87 2.36 -1.43 0.0056
C -0.22 2.10 -2.77 0.0054
C -0.20 0.82 -3.63 0.0002
C -1.56 0.09 -3.56 0.0001
C 0.96 -0.13 -3.23 0.0000
As 0.63 -1.36 -1.72 0.0037
C 0.09 -2.94 -2.75 0.0009
C 2.52 -1.87 -1.53 0.0011
C -0.03 1.26 -5.10 0.0002
As 1.50 2.31 -5.83 0.0000
C 2.98 2.08 -4.57 0.0000
C 0.96 4.10 -5.21 0.0001
H -1.12 4.62 -1.43 0.0000
H 0.40 4.27 -0.58 0.0000
H -1.11 4.30 0.32 -0.0001
H -2.91 2.90 -2.38 0.0007
H -3.36 2.94 -0.66 0.0000
H -3.37 1.40 -1.53 0.0001
H 0.78 2.50 -2.67 0.0000
H -0.82 2.85 -3.29 0.0005
H -1.81 -0.21 -2.55 0.0001
H -1.54 -0.80 -4.19 0.0000
H -2.36 0.74 -3.93 0.0000
H 1.84 0.45 -2.95 0.0000
H 1.25 -0.74 -4.10 0.0000
H 0.63 -2.99 -3.70 0.0001
H -0.98 -2.93 -2.94 0.0000
H 0.33 -3.83 -2.16 0.0000
H 2.91 -2.22 -2.48 0.0002
H 2.62 -2.65 -0.78 0.0000
H 3.10 -1.01 -1.19 0.0000
H -0.89 1.86 -5.40 0.0000
H -0.06 0.36 -5.73 0.0000
H 3.36 1.06 -4.60 0.0000
H 2.72 2.35 -3.54 0.0000
H 3.78 2.75 -4.91 0.0000
H -0.05 4.32 -5.56 0.0000
H 1.64 4.83 -5.65 0.0000
H 1.00 4.19 -4.13 0.0000
C 2.67 2.06 -0.27 -0.0002
C 2.56 2.39 1.20 0.0026
C 3.68 2.87 1.92 0.0007
C 3.62 2.97 3.28 -0.0012
C 2.45 2.57 3.96 0.0008
C 2.31 2.49 5.37 0.0055
Br 3.73 3.04 6.50 0.0013
C 1.17 2.01 5.92 -0.0002
C 0.09 1.60 5.11 0.0069
Br -1.47 0.90 5.92 0.0013
C 0.12 1.70 3.74 0.0041
O -0.86 1.37 2.95 0.0770
C 1.36 2.16 3.17 0.0038
N 1.43 2.10 1.81 0.0343
H 3.65 2.33 -0.66 0.0000
H 1.91 2.57 -0.86 -0.0001
H 2.53 0.99 -0.41 -0.0004
H 4.58 3.13 1.38 0.0002
H 4.47 3.32 3.84 0.0000
H 1.08 1.93 7.00 -0.0001
```

Summary:
* HOMO (spin up / spin down): -7.1916 / -7.2102 eV
* LUMO (spin up / spin down): 0.001 / -0.007 eV
* relative energy (zero: lowest compared OMol25 entry of this formula, charge and spin): 59.3 kJ/mol
* spin multiplicity: 4
* orbital gap (spin up / spin down): 7.19 / 7.20 eV

***

Computed, not measured: C37H47BrMgN3O as an isolated structure, with ωB97M-V/def2-TZVPD.

```
90
Properties=species:S:1:pos:R:3:lowdin_charge:R:1
Mg 0.75 0.48 0.93 0.3089
C 3.16 0.93 -2.72 -0.0529
C 2.27 -0.11 -2.03 -0.3697
C 3.04 -1.42 -1.81 -0.0704
C 0.97 -0.35 -2.79 -0.1283
C 1.04 -0.85 -4.09 -0.0422
C -0.10 -1.15 -4.82 -0.0829
C -1.33 -1.01 -4.21 -0.0542
C -1.45 -0.54 -2.90 -0.1288
C -2.81 -0.65 -2.22 -0.3716
C -3.30 -2.11 -2.22 -0.0555
C -3.87 0.25 -2.84 -0.0643
C -0.29 -0.13 -2.23 -0.1566
N -0.38 0.32 -0.89 0.0310
C -1.27 1.24 -0.61 -0.1282
C -1.58 1.68 0.71 -0.3120
C -2.57 2.60 1.08 -0.0424
C -2.56 2.64 2.46 -0.0466
C -1.53 1.75 2.88 -0.2581
N -0.96 1.16 1.84 0.0646
C -1.11 1.48 4.31 -0.5490
C -0.56 2.77 4.92 -0.0469
C -0.03 0.40 4.37 -0.0653
C -2.33 1.02 5.11 -0.0561
H 4.04 1.13 -2.12 0.0860
H 2.64 1.87 -2.88 0.0733
H 3.49 0.55 -3.70 0.0693
H 2.05 0.28 -1.03 0.0644
H 3.55 -1.74 -2.72 0.0753
H 2.38 -2.23 -1.48 0.0477
H 3.80 -1.28 -1.03 0.0712
H 2.02 -1.00 -4.54 0.1068
H -0.02 -1.52 -5.84 0.0943
H -2.23 -1.32 -4.74 0.1036
H -2.69 -0.38 -1.17 0.1083
H -3.56 -2.45 -3.23 0.0747
H -4.19 -2.20 -1.59 0.0842
H -2.53 -2.78 -1.82 0.0522
H -4.04 -0.02 -3.89 0.0731
H -3.57 1.30 -2.82 0.0705
H -4.82 0.16 -2.31 0.0784
H -1.83 1.76 -1.39 0.1349
H -3.21 3.15 0.40 0.0973
H -3.18 3.24 3.11 0.0908
H 0.33 3.10 4.38 0.0883
H -0.29 2.62 5.97 0.0792
H -1.30 3.58 4.87 0.0763
H 0.90 0.73 3.90 0.0554
H -0.34 -0.51 3.85 0.0726
H 0.19 0.16 5.41 0.0860
H -3.13 1.76 5.08 0.0726
H -2.06 0.86 6.16 0.0772
H -2.73 0.08 4.71 0.0873
Br 2.15 -1.42 1.82 0.0710
O -1.40 -1.76 0.89 0.0460
C -1.27 -2.87 0.42 -0.4931
C -0.13 -3.21 -0.50 -0.1157
C 0.84 -4.27 0.07 -0.2095
C 0.37 -5.71 -0.10 -0.2140
C -0.91 -6.05 0.66 -0.1944
C -2.12 -5.24 0.20 -0.1969
N -2.17 -3.87 0.71 0.0721
H 0.40 -2.28 -0.67 0.0704
H -0.53 -3.56 -1.47 0.1195
H 1.01 -4.04 1.13 0.0749
H 1.81 -4.14 -0.42 0.0989
H 1.17 -6.39 0.21 0.1051
H 0.20 -5.90 -1.17 0.1106
H -0.77 -5.88 1.73 0.1176
H -1.14 -7.11 0.53 0.1033
H -3.04 -5.71 0.53 0.1131
H -2.15 -5.23 -0.89 0.1133
H -2.87 -3.62 1.38 0.1385
C 2.40 5.73 -1.52 -0.1133
C 1.37 4.78 -1.73 -0.1043
C 1.30 3.67 -0.93 -0.0537
C 2.23 3.40 0.11 -0.1941
C 2.12 2.21 0.92 -0.1142
C 3.06 2.12 1.93 -0.1728
C 4.07 3.09 2.17 -0.1046
C 4.17 4.20 1.38 -0.0750
C 3.23 4.38 0.33 -0.1849
C 3.30 5.53 -0.51 -0.0645
H 2.46 6.61 -2.14 0.0867
H 0.64 4.92 -2.52 0.0895
H 0.51 2.93 -1.11 0.0883
H 3.06 1.24 2.57 0.0305
H 4.77 2.94 2.99 0.0889
H 4.94 4.95 1.55 0.0952
H 4.09 6.26 -0.33 0.0982
```

Summary:
* HOMO: -4.6437 eV
* LUMO: 2.522 eV
* relative energy (zero: lowest compared OMol25 entry of this formula, charge and spin): 66.9 kJ/mol
* total charge: -1
* orbital gap: 7.17 eV

***

Computed, not measured: C37H48AsAuN4O2S as an isolated structure in a non-equilibrium geometry, with ωB97M-V/def2-TZVPD.

```
94
Properties=species:S:1:pos:R:3:lowdin_spin:R:1
Au 1.48 -0.71 -0.42 0.1828
N 0.86 3.60 3.72 0.0000
C 1.49 2.62 2.74 0.0001
C 2.19 1.52 3.52 0.0000
C 2.80 0.50 2.55 0.0006
N 1.74 -0.33 1.92 0.0025
C 3.71 1.20 1.54 0.0010
C 3.12 2.42 0.84 0.0000
N 2.15 2.00 -0.18 0.0022
C 2.46 3.37 1.85 0.0000
H 0.20 3.13 4.35 0.0000
H 0.35 4.34 3.23 0.0000
H 1.57 4.05 4.29 0.0000
H 0.66 2.23 2.16 0.0001
H 1.50 1.02 4.21 0.0000
H 2.99 1.96 4.12 0.0000
H 3.43 -0.16 3.14 0.0001
H 0.81 0.02 2.09 -0.0002
H 1.75 -1.27 2.32 0.0003
H 4.03 0.48 0.79 0.0010
H 4.61 1.51 2.08 0.0000
H 3.95 2.97 0.39 0.0000
H 2.62 1.81 -1.06 -0.0001
H 1.48 2.73 -0.39 0.0000
H 1.97 4.19 1.32 0.0000
H 3.25 3.81 2.47 0.0000
O 9.06 -0.92 0.40 0.0004
C 8.51 -0.66 -0.80 0.0090
O 9.13 -0.11 -1.66 0.0215
C 7.06 -1.05 -1.01 0.0844
C 6.20 -1.42 0.01 -0.0097
C 4.87 -1.69 -0.26 0.0739
C 4.40 -1.64 -1.58 0.0565
S 2.75 -2.01 -1.95 0.4763
C 5.29 -1.31 -2.62 0.0658
C 6.60 -0.99 -2.33 -0.0138
H 8.51 -1.49 0.94 -0.0001
H 6.54 -1.50 1.04 -0.0022
H 4.19 -1.98 0.54 0.0005
H 4.93 -1.30 -3.64 0.0016
H 7.29 -0.71 -3.11 -0.0020
C -3.87 -5.85 -2.60 0.0003
C -3.35 -4.62 -1.90 0.0016
C -2.25 -4.67 -1.06 0.0004
C -1.77 -3.55 -0.40 0.0027
C -0.58 -3.75 0.52 -0.0004
C -2.42 -2.31 -0.60 0.0242
As -1.57 -0.82 0.34 0.0214
N -0.54 -0.15 -1.06 0.4901
C -0.82 0.43 -2.25 0.0531
C 0.17 0.51 -3.26 0.1249
C -0.10 1.09 -4.48 -0.0051
C -1.36 1.63 -4.74 0.1698
C -2.35 1.58 -3.75 -0.0072
C -2.09 1.00 -2.53 0.1260
C -2.89 0.52 0.90 0.0073
C -2.65 1.90 0.83 0.0001
C -1.36 2.50 0.31 0.0073
C -3.62 2.78 1.29 0.0005
C -4.81 2.33 1.85 -0.0006
C -5.88 3.29 2.31 -0.0001
C -4.98 0.96 2.00 0.0007
C -4.04 0.04 1.56 0.0004
C -4.29 -1.42 1.82 -0.0005
C -3.55 -2.24 -1.42 0.0046
C -4.38 -1.00 -1.68 0.0029
C -3.99 -3.40 -2.06 0.0012
H -3.22 -6.71 -2.42 0.0000
H -3.93 -5.68 -3.67 0.0001
H -4.87 -6.10 -2.25 0.0001
H -1.75 -5.62 -0.91 0.0000
H -0.28 -4.79 0.52 0.0000
H -0.81 -3.47 1.55 0.0001
H 0.28 -3.16 0.20 -0.0008
H 1.15 0.08 -3.07 0.0108
H 0.67 1.12 -5.24 -0.0032
H -1.57 2.08 -5.70 0.0086
H -3.32 2.01 -3.94 -0.0032
H -2.85 0.97 -1.77 0.0039
H -0.52 1.81 0.36 0.0023
H -1.13 3.40 0.89 0.0001
H -1.45 2.82 -0.73 0.0013
H -3.45 3.84 1.21 0.0000
H -5.54 4.32 2.26 0.0000
H -6.18 3.08 3.33 0.0000
H -6.77 3.20 1.68 0.0000
H -5.87 0.58 2.50 0.0001
H -4.93 -1.54 2.69 0.0000
H -3.37 -1.98 2.01 -0.0003
H -4.78 -1.90 0.97 0.0000
H -4.19 -0.20 -0.97 -0.0002
H -5.44 -1.25 -1.62 0.0005
H -4.19 -0.62 -2.68 0.0013
H -4.87 -3.34 -2.69 0.0002
```

Summary:
* HOMO (spin up / spin down): -12.6172 / -12.5652 eV
* LUMO (spin up / spin down): -5.415 / -7.466 eV
* spin multiplicity: 3
* total charge: +2
* orbital gap (spin up / spin down): 7.20 / 5.10 eV

***

no.,calculated total energy (eV)
1,-480014.4949
2,-121144.2042
3,-124555.1626